Density functional theory data (ωB97M-V/def2-TZVPD) for a cluster of 2 separate species, C2H8N2O2S2 in total at a distorted geometry.

Values from the calculation:
- Multiplicity: 1
- ΔE to the lowest compared entry with this formula, charge and spin: 503.0 kJ/mol
- Max |F|: 3.6 eV Å⁻¹
- HOMO level (alpha / beta): -8.795 / -8.839 eV
- E_LUMO (alpha / beta): -0.0105 / -0.0515 Eh

XYZ file:
```
16
Properties=species:S:1:pos:R:3:forces:R:3
C 1.2882 0.8533 0.8094 -0.5 -2.8 1.1
C -0.9876 -0.7574 0.8318 -0.9 2.5 -2.5
N 0.1857 -2.2743 -1.0538 0.6 -0.7 -1.0
N -1.9723 1.6649 0.1453 -0.1 0.5 -0.1
O -1.1519 -0.2993 -1.7955 -0.1 1.6 -1.0
O -3.5552 0.0269 0.9186 -0.8 -1.0 0.1
S -1.2875 -1.3311 -0.8083 1.2 -2.8 0.5
S -2.2390 0.4883 1.3290 1.5 1.5 -0.8
H 1.1627 1.4458 1.7167 0.1 -0.3 -0.4
H 1.4985 -0.2525 0.8100 0.2 1.5 0.5
H 1.1381 1.1806 -0.1701 -0.3 1.0 -1.2
H -0.6406 -1.4541 1.4896 0.7 -1.8 2.0
H 0.7773 -2.7923 -0.4184 -0.5 0.6 1.2
H 0.2886 -2.8843 -1.8969 -1.2 1.2 0.5
H -1.2392 2.3841 0.1475 -0.4 -0.9 0.4
H -2.3528 1.4396 -0.7850 0.4 -0.1 0.8
```
Forces are in eV/Å.

natural (NBO) atomic charge list, values in e, 8 entries:
1 C -0.48
2 C -0.68
3 N -1.12
4 N -1.08
5 O -0.95
6 O -0.95
7 S 1.46
8 S 1.44



Density functional theory data (ωB97M-V/def2-TZVPD) for a cluster of 3 separate species, C2H8N2O4 in total at a distorted geometry.

Values from the calculation:
- Multiplicity: 1
- ΔE to the lowest compared entry with this formula, charge and spin: 43.1 kJ/mol
- Structure (SMILES): NC(=O)NC=O.O.O
- Max |F|: 1.3 eV Å⁻¹
- HOMO level: -10.719 eV
- E_LUMO: 0.0210 Eh

XYZ file:
```
16
Properties=species:S:1:pos:R:3:forces:R:3
O -1.0956 -2.3360 -1.4917 -0.4 0.3 -0.3
C -0.2733 -2.4065 -0.6153 0.3 -0.8 0.5
N 0.3125 -1.3398 0.0076 -0.8 0.8 -0.6
C -0.0576 0.0001 -0.2251 0.7 0.1 0.5
N -1.1576 0.2898 -0.9077 -0.9 0.3 -0.5
O 0.6635 0.8583 0.2816 -0.6 0.4 0.0
H 0.0213 -3.4026 -0.2482 0.4 0.3 0.2
H 1.0928 -1.3485 0.6532 0.2 -0.7 0.0
H -1.7414 -0.3715 -1.3754 0.3 -0.8 0.0
H -1.4522 1.2490 -1.0101 0.5 0.3 0.3
H -2.4186 3.0086 0.6309 -0.1 0.2 0.0
H -1.1256 2.2770 0.8330 0.6 -0.2 0.2
O -1.5054 2.9948 0.3264 -0.5 0.1 -0.1
H 3.6623 0.0721 0.7539 -0.6 0.1 0.3
H 2.1682 0.5112 1.0353 0.5 -0.2 -0.1
O 2.9066 -0.0562 1.3515 0.3 -0.1 -0.2
```
Forces are in eV/Å.

natural (NBO) atomic charge list, values in e, 8 entries:
1 O -0.59
2 C 0.54
3 N -0.67
4 C 0.80
5 N -0.81
6 O -0.69
7 H 0.13
8 H 0.45



Density functional theory data (ωB97M-V/def2-TZVPD) for a cluster of 2 separate species, C2H8N2OP in total at a distorted geometry.

Values from the calculation:
- Multiplicity: 1
- ΔE to the lowest compared entry with this formula, charge and spin: 80.6 kJ/mol
- Max |F|: 6.1 eV Å⁻¹
- HOMO level: -2.219 eV
- E_LUMO: 0.1581 Eh
- Charge: -1

XYZ file:
```
14
Properties=species:S:1:pos:R:3:forces:R:3
C 0.8611 -0.2973 -0.9267 0.4 0.4 0.4
C 1.4974 0.3060 1.2099 0.5 1.4 0.8
N -1.9944 -0.1464 0.2823 2.9 -1.6 0.4
N 1.4255 -0.8109 0.3620 1.5 0.5 -2.9
O -3.0600 0.8506 0.4207 -1.0 5.1 3.2
P -3.3359 -0.2484 -0.6035 -2.2 -3.6 -3.6
H 0.9655 -1.1022 -1.6606 -0.6 0.0 0.0
H -0.2466 0.0198 -0.6651 1.8 0.0 -1.2
H 1.6272 0.4764 -1.3061 -1.6 -0.6 0.5
H 1.9819 1.1285 0.6480 0.3 -0.4 0.3
H 0.5397 0.7475 1.4034 -1.0 0.1 0.6
H 2.0651 0.1512 2.1350 -0.2 -0.1 -0.1
H 0.8151 -1.5367 0.5830 -1.2 -1.0 1.4
H -3.1417 0.4619 -1.8822 0.2 0.1 0.0
```
Forces are in eV/Å.

natural (NBO) atomic charge list, values in e, 8 entries:
1 C -0.48
2 C -0.41
3 N -0.85
4 N -0.66
5 O -0.77
6 P 0.90
7 H 0.17
8 H 0.28



Density functional theory data (ωB97M-V/def2-TZVPD) for a cluster of 2 separate species, C2H8N2S in total at a distorted geometry.

Values from the calculation:
- Multiplicity: 1
- ΔE to the lowest compared entry with this formula, charge and spin: 83.2 kJ/mol
- Structure (SMILES): N/C=C/N.S
- Max |F|: 1.4 eV Å⁻¹
- HOMO level: -7.941 eV
- E_LUMO: 0.0282 Eh

XYZ file:
```
13
Properties=species:S:1:pos:R:3:forces:R:3
C 0.1330 1.3814 1.0622 -0.7 0.1 -1.1
C -0.2674 1.3232 -0.2129 0.8 -0.3 0.4
N 0.3954 0.4179 -1.1300 -0.4 0.8 0.4
N -0.3750 2.2856 1.9876 0.4 -0.1 0.3
H 0.9334 0.7161 1.3515 0.1 0.1 0.4
H -1.0793 1.9078 -0.6153 -0.1 0.1 0.0
H 0.0615 0.5565 -2.0725 0.2 0.0 -0.2
H 1.4105 0.4763 -1.0905 -0.2 0.1 -0.2
H 0.1041 -0.9233 -0.8185 0.3 -1.4 -0.1
H -1.2041 2.7665 1.6958 -0.2 0.1 -0.2
H -0.5047 1.9023 2.9044 0.1 -0.1 0.3
S 0.1026 -2.4956 -0.7192 -0.5 0.7 0.0
H -1.2338 -2.5639 -0.9155 0.3 -0.1 0.1
```
Forces are in eV/Å.

natural (NBO) atomic charge list, values in e, 8 entries:
1 C -0.02
2 C -0.14
3 N -0.79
4 N -0.80
5 H 0.20
6 H 0.19
7 H 0.40
8 H 0.40



Density functional theory data (ωB97M-V/def2-TZVPD) for a structure of composition C2H8N2SbSe4Ti at a distorted geometry.

Values from the calculation:
- Multiplicity: 2
- ΔE to the lowest compared entry with this formula, charge and spin: 123.2 kJ/mol
- Max |F|: 1.1 eV Å⁻¹
- HOMO level (alpha / beta): -7.421 / -7.406 eV
- E_LUMO (alpha / beta): -0.0162 / -0.0735 Eh
- <S²>: 0.755

XYZ file:
```
18
Properties=species:S:1:pos:R:3:forces:R:3
Ti 1.0260 0.8175 0.0607 0.1 0.3 1.0
Se 1.9774 2.3300 1.4737 -0.4 -0.5 -0.4
Sb 3.1369 1.7469 -1.8595 0.6 0.4 0.0
Se 2.9119 -0.4963 -0.6590 0.1 -0.4 0.0
Se 0.6376 2.1814 -1.8961 -0.3 0.3 -0.5
Se 3.2825 0.8995 -4.2317 -0.1 -0.1 -0.2
N -0.4733 0.3296 1.6311 -0.1 0.0 0.1
C -1.2923 -0.8846 1.4459 0.1 0.0 0.1
C -1.6993 -0.9438 -0.0124 0.0 0.0 -0.1
N -0.4771 -0.7685 -0.8083 0.0 0.0 0.0
H 0.0549 0.3279 2.4985 0.0 0.0 0.0
H -1.0523 1.1660 1.6798 0.0 0.0 0.0
H -2.1589 -0.9030 2.1087 0.0 0.0 0.0
H -0.6652 -1.7426 1.6949 0.0 0.0 0.0
H -2.3732 -0.1177 -0.2488 0.0 0.0 0.0
H -2.2297 -1.8719 -0.2337 0.0 0.0 0.0
H -0.6606 -0.4400 -1.7509 0.0 0.0 0.0
H 0.0545 -1.6305 -0.8929 0.0 0.0 0.0
```
Forces are in eV/Å.

natural (NBO) atomic charge list, values in e, 8 entries:
1 Ti 0.41
2 Se -0.37
3 Sb 0.80
4 Se -0.46
5 Se -0.47
6 Se -0.25
7 N -0.82
8 C -0.23



Density functional theory data (ωB97M-V/def2-TZVPD) for a structure of composition C2H8N3 at a distorted geometry.

Values from the calculation:
- Multiplicity: 1
- ΔE to the lowest compared entry with this formula, charge and spin: 449.4 kJ/mol
- Max |F|: 4.4 eV Å⁻¹
- HOMO level: -15.230 eV
- E_LUMO: -0.1516 Eh
- Charge: +1

XYZ file:
```
13
Properties=species:S:1:pos:R:3:forces:R:3
C 1.8980 0.4520 -0.4473 -1.0 0.3 0.4
C -2.4124 0.4087 0.1871 -3.4 -1.2 -2.5
N 0.9431 -0.5399 -0.0608 -1.5 -0.2 -0.2
N -1.6684 -0.5840 0.1340 2.9 -0.6 -0.5
N 1.9642 -0.1276 0.8505 0.4 1.5 1.8
H 2.5998 0.1387 -1.1107 2.2 -1.0 -1.7
H 1.5102 1.3907 -0.7368 -0.5 1.2 0.6
H -3.3779 0.4020 -0.4645 1.5 0.5 1.7
H -2.0599 1.1287 0.8277 0.1 2.4 1.1
H -1.8641 -1.3428 -0.4770 -0.9 -0.7 -0.6
H 1.2523 -1.4417 -0.3639 -0.3 -0.8 -0.3
H -0.3715 -0.3933 0.0728 0.4 -0.7 0.9
H 1.5866 0.5085 1.5889 0.1 -0.7 -0.8
```
Forces are in eV/Å.

natural (NBO) atomic charge list, values in e, 8 entries:
1 C -0.07
2 C 0.10
3 N -0.45
4 N -0.63
5 N -0.38
6 H 0.20
7 H 0.21
8 H 0.22



Density functional theory data (ωB97M-V/def2-TZVPD) for a structure of composition C2H8N3 at a distorted geometry.

Values from the calculation:
- Multiplicity: 1
- ΔE to the lowest compared entry with this formula, charge and spin: 889.5 kJ/mol
- Max |F|: 4.7 eV Å⁻¹
- HOMO level (alpha / beta): -12.515 / -14.672 eV
- E_LUMO (alpha / beta): -0.2713 / -0.1596 Eh
- Charge: +1

XYZ file:
```
13
Properties=species:S:1:pos:R:3:forces:R:3
C -0.0817 1.1809 -0.7537 -3.0 1.4 -2.9
C 2.5650 -1.4376 -0.3736 -2.2 -0.6 -1.8
N -0.0134 -0.2485 -0.4954 0.0 -0.7 -0.5
N -0.3773 0.4911 0.4461 0.9 0.0 1.3
N -2.0792 0.2494 1.0262 -2.3 -1.1 -3.5
H 0.7967 1.7799 -0.8457 0.5 0.3 0.4
H -1.0214 1.5587 -1.4165 2.4 -1.1 1.4
H 2.3729 -2.4734 -0.1623 0.5 -0.1 0.6
H 2.1101 -1.0908 -1.2755 0.3 -0.2 -1.0
H 2.7710 -0.6210 0.2118 1.1 1.1 2.1
H -2.9173 0.7703 0.5976 1.5 -1.5 0.2
H -1.9771 0.6145 1.8810 0.7 1.9 4.3
H -2.1484 -0.7735 1.1599 -0.4 0.6 -0.7
```
Forces are in eV/Å.

natural (NBO) atomic charge list, values in e, 8 entries:
1 C -0.14
2 C -0.31
3 N -0.08
4 N -0.01
5 N -0.70
6 H 0.23
7 H 0.21
8 H 0.20



Density functional theory data (ωB97M-V/def2-TZVPD) for the ion C2H8N3 with charge +1 at a distorted geometry.

Values from the calculation:
- Multiplicity: 1
- ΔE to the lowest compared entry with this formula, charge and spin: 496.9 kJ/mol
- Max |F|: 4.0 eV Å⁻¹
- HOMO level: -15.412 eV
- E_LUMO: -0.2372 Eh
- Charge: +1

XYZ file:
```
13
Properties=species:S:1:pos:R:3:forces:R:3
C -1.0120 0.8635 0.1076 2.0 -1.4 0.3
C 0.0607 -1.2229 -0.1891 -1.6 -0.2 3.7
N -1.0464 -0.5020 0.5791 0.9 0.0 -0.7
N 0.3285 1.4013 0.2374 1.6 -3.0 -0.1
N 1.2142 -0.3540 -0.1491 -1.0 3.2 -0.1
H -1.2190 0.8144 -0.9027 -1.4 0.3 -2.0
H -1.4911 1.6096 0.6697 -1.8 0.7 1.0
H 0.0263 -2.1862 0.3952 1.2 0.9 -0.5
H -0.2050 -1.4964 -1.1530 -0.4 0.1 -2.0
H -0.6228 -0.5069 1.4898 -0.5 0.0 1.0
H 0.5543 1.7061 -0.6912 0.4 1.2 -0.7
H 1.8155 -0.1132 0.6257 0.1 -1.0 0.5
H 1.5967 -0.0134 -1.0194 0.4 -0.7 -0.3
```
Forces are in eV/Å.

natural (NBO) atomic charge list, values in e, 8 entries:
1 C -0.14
2 C -0.13
3 N -0.52
4 N -0.24
5 N -0.53
6 H 0.19
7 H 0.28
8 H 0.28



Density functional theory data (ωB97M-V/def2-TZVPD) for a cluster of 2 separate species, C2H8N3 in total at a distorted geometry.

Values from the calculation:
- Multiplicity: 1
- ΔE to the lowest compared entry with this formula, charge and spin: 593.7 kJ/mol
- Max |F|: 3.9 eV Å⁻¹
- HOMO level (alpha / beta): -14.966 / -14.966 eV
- E_LUMO (alpha / beta): -0.2807 / -0.2806 Eh
- Charge: +1

XYZ file:
```
13
Properties=species:S:1:pos:R:3:forces:R:3
C -0.3964 1.2642 -0.3974 -1.0 -1.8 0.0
C -1.2439 -1.0412 0.2097 -2.0 1.3 1.0
N 0.7062 1.9746 -0.5049 -2.2 -0.8 -0.5
N -0.4102 0.1156 0.2693 3.6 1.3 -0.4
N 1.8764 -0.7057 0.3450 -2.1 2.2 1.1
H -1.3243 1.5444 -0.9134 0.1 0.3 0.4
H -2.1874 -0.8948 0.8622 1.5 -0.1 -0.7
H -1.5895 -1.0539 -0.8083 0.0 -1.4 -0.5
H -0.6733 -1.8426 0.6732 -0.4 -0.4 -0.6
H 0.7621 2.9361 -0.7207 0.0 0.9 -0.3
H 2.1927 -0.5606 -0.6059 -0.3 -0.3 -0.8
H 1.4270 -1.5947 0.4503 -0.2 -0.9 -0.2
H 1.3425 1.4841 0.0250 2.9 -0.3 1.4
```
Forces are in eV/Å.

natural (NBO) atomic charge list, values in e, 8 entries:
1 C 0.34
2 C -0.45
3 N -0.70
4 N -0.27
5 N -0.46
6 H 0.24
7 H 0.26
8 H 0.23



Density functional theory data (ωB97M-V/def2-TZVPD) for the ion C2H8N3 with charge +1 at a distorted geometry.

Values from the calculation:
- Multiplicity: 1
- ΔE to the lowest compared entry with this formula, charge and spin: 339.2 kJ/mol
- Structure (SMILES): NC/C=[NH+]/N
- Max |F|: 6.4 eV Å⁻¹
- HOMO level: -13.699 eV
- E_LUMO: -0.1643 Eh
- Charge: +1

XYZ file:
```
13
Properties=species:S:1:pos:R:3:forces:R:3
C -0.2866 -1.3097 -0.3473 1.5 0.0 2.4
C -0.3861 0.1177 0.3352 1.1 0.6 0.2
N 0.5834 0.8738 0.8802 -3.0 -4.7 -3.0
N 0.4454 2.0936 1.3156 0.8 2.0 0.4
N -0.2652 -1.1366 -1.7229 0.2 -0.8 -4.3
H -1.2373 -1.8470 -0.0606 1.3 0.4 0.3
H 0.6909 -1.7987 0.0094 -1.7 0.3 -0.1
H -1.4032 0.5067 0.1688 0.6 0.5 0.7
H 1.2362 2.4650 1.7983 0.1 0.3 0.3
H -0.4585 2.5082 1.4061 -0.4 -0.1 0.1
H 0.6126 -1.3928 -2.2714 -1.6 0.6 1.5
H 1.5246 0.5026 0.7345 -0.1 0.3 0.6
H -1.0561 -1.5830 -2.2460 1.1 0.7 0.9
```
Forces are in eV/Å.

natural (NBO) atomic charge list, values in e, 8 entries:
1 C -0.25
2 C 0.17
3 N -0.23
4 N -0.58
5 N -0.85
6 H 0.24
7 H 0.21
8 H 0.22



Number 1: E_tot -1137.1319 Eh. Number 2: E_tot -491.5329 Eh. Number 3: E_tot -606.9725 Eh. Number 4: E_tot -588.6482 Eh. Number 5: E_tot -10886.0703 Eh. Number 6: E_tot -244.8964 Eh. Number 7: E_tot -244.7288 Eh. Number 8: E_tot -244.8783 Eh. Number 9: E_tot -244.8415 Eh. Number 10: E_tot -244.9384 Eh.